No. 1
ORCA calculation (ωB97M-V with the def2-TZVPD basis set) on C34H39FMgN5SbSi as an isolated structure.

Spin multiplicity: 1
HOMO (eV): -4.13
Electronic energy (Eh): -2422.521032
E_LUMO (eV): -0.551
HOMO-LUMO gap (Ha): 0.1317
Energy above the lowest of the compared OMol25 structures with the same formula, charge and spin (kJ/mol): 157.96

Cartesian coordinates (Å):
Mg 0.63127 -0.87116 0.12980
C 0.70898 -3.30794 -2.37238
C 1.94122 -2.47716 -2.24599
C 2.87887 -2.39816 -3.26408
C 4.08037 -1.73438 -3.04038
C 4.32211 -1.23830 -1.76849
C 3.32120 -1.31098 -0.81610
N 2.13629 -1.86838 -1.06612
Sb 3.85650 -0.86897 1.22640
C 2.24063 -1.88380 2.22842
C 2.43693 -2.20390 3.55925
C 1.53247 -3.04012 4.19742
C 0.52145 -3.61346 3.43058
C 0.40538 -3.27281 2.09268
C -0.58992 -3.94565 1.20333
N 1.21623 -2.37039 1.52048
C 3.05434 1.13247 1.29476
C 3.67280 2.18847 0.64759
C 3.26212 3.47775 0.96177
C 2.26210 3.64409 1.89887
C 1.67407 2.51817 2.47794
C 0.58152 2.64161 3.48952
N 2.09987 1.28837 2.19658
H 0.59839 -3.70128 -3.37882
H 0.78130 -4.13884 -1.67122
H -0.15658 -2.70457 -2.10904
H 2.68669 -2.87261 -4.21510
H 4.82076 -1.64824 -3.82068
H 5.27709 -0.80184 -1.50752
H 3.29238 -1.79677 4.08268
H 1.63506 -3.26948 5.24706
H -0.15830 -4.32654 3.87495
H -0.14455 -4.85312 0.79366
H -0.85914 -3.28971 0.37958
H -1.48476 -4.22847 1.75086
H 4.45156 1.99888 -0.07911
H 3.72644 4.32987 0.48476
H 1.93132 4.63027 2.18206
H 0.92822 3.20954 4.35157
H 0.27219 1.65196 3.81296
H -0.26790 3.16071 3.05190
C -1.78280 -1.09399 3.16453
C -2.24796 -1.10528 1.73865
C -3.58500 -1.29480 1.44380
C -3.98751 -1.24607 0.10783
C -3.06880 -0.96090 -0.86587
C -1.71127 -0.79347 -0.50833
N -1.34172 -0.90602 0.78372
N -0.70431 -0.59758 -1.34361
Si -0.82144 0.11296 -2.91051
C 0.89126 0.87622 -3.25251
C -2.20816 1.41126 -3.06094
C -1.10497 -1.19284 -4.28942
H -1.96074 -2.05947 3.63636
H -2.34548 -0.34548 3.72155
H -0.72145 -0.85828 3.21429
H -4.29735 -1.47189 2.23384
H -5.02244 -1.42364 -0.15078
H -3.34257 -0.88124 -1.90381
H 0.99876 1.84846 -2.78565
H 1.04068 1.00410 -4.31919
H 1.69327 0.24229 -2.88499
H -2.49148 1.79695 -2.08784
H -3.09539 0.99122 -3.52341
H -1.88944 2.25063 -3.66870
H -0.16717 -1.62514 -4.62077
H -1.56335 -0.71745 -5.14961
H -1.75661 -2.00468 -3.98175
F -4.83671 5.06114 -0.31404
C -3.65859 4.38389 -0.17051
C -3.62620 3.24037 0.61535
C -2.44947 2.54843 0.74701
C -1.25706 2.95882 0.08470
C -0.07900 2.24982 0.20890
C -1.34566 4.15007 -0.69323
C -2.52087 4.84732 -0.81765
H -4.52800 2.91449 1.11261
H -2.42224 1.64747 1.34257
H 0.80931 2.57008 -0.30976
H -0.03284 1.38678 0.85596
H -0.45671 4.50393 -1.19663
H -2.57950 5.74636 -1.41459

---

No. 2
ORCA calculation (ωB97M-V with the def2-TZVPD basis set) on the molecule C19H24N2O.

Spin multiplicity: 1
HOMO (eV): -7.32
Structure (SMILES): COc1ccccc1N1CCN(CCc2ccccc2)CC1
Electronic energy (Eh): -923.119163
E_LUMO (eV): 0.789
HOMO-LUMO gap (Ha): 0.2981
Energy above the lowest of the compared OMol25 structures with the same formula, charge and spin (kJ/mol): 177.19

Cartesian coordinates (Å):
C -3.81229 -3.09929 -0.33225
H -3.07288 -3.89527 -0.41412
H -4.43361 -3.09310 -1.23482
O -3.07372 -1.91373 -0.19771
C -3.75509 -0.73037 -0.01664
C -5.13508 -0.64299 -0.01197
C -5.77720 0.56170 0.24189
C -5.02732 1.68907 0.49762
C -3.64496 1.62097 0.47342
C -2.97144 0.42906 0.20406
N -1.59384 0.36852 0.21854
C -0.82416 1.42056 0.84069
C 0.61368 0.92761 1.01484
N 1.27592 0.68890 -0.25554
C 2.19914 1.70701 -0.70188
H 1.70430 2.46336 -1.33886
C 3.37000 1.08753 -1.48577
C 4.18810 0.20917 -0.58557
C 3.76318 -1.07824 -0.28247
C 4.48814 -1.87209 0.58763
C 5.65096 -1.39110 1.16520
C 6.08277 -0.11002 0.86901
C 5.35306 0.68431 0.00204
H 5.69499 1.68524 -0.22364
H 6.98980 0.27220 1.31513
H 6.21883 -2.01186 1.84292
H 4.14614 -2.87135 0.81623
H 2.85512 -1.45403 -0.72736
H 2.97714 0.50959 -2.32277
H 3.98512 1.89657 -1.88403
H 2.61189 2.21770 0.17147
C 0.33124 0.29592 -1.28653
C -0.84396 -0.47359 -0.69204
H -1.49459 -0.80071 -1.50322
H -0.46959 -1.36520 -0.17439
H 0.84347 -0.34331 -2.01265
H -0.05664 1.17432 -1.83565
H 0.59398 -0.01320 1.57729
H 1.18616 1.65031 1.59866
H -0.81555 2.34740 0.24252
H -1.25952 1.64948 1.81811
H -3.07911 2.51976 0.65808
H -5.51035 2.63167 0.70803
H -6.85562 0.60057 0.24707
H -5.73551 -1.52176 -0.18696
H -4.44580 -3.28453 0.54184

---

No. 3
ORCA calculation (ωB97M-V with the def2-TZVPD basis set) on the molecule C7H19N5O2S.

Spin multiplicity: 1
HOMO (spin up / spin down) (eV): -6.48 / -7.54
Electronic energy (Eh): -1100.302761
E_LUMO (spin up / spin down) (eV): 0.350 / 0.676
HOMO-LUMO gap (spin up / spin down) (Ha): 0.2509 / 0.3019
Energy above the lowest of the compared OMol25 structures with the same formula, charge and spin (kJ/mol): 312.44

Cartesian coordinates (Å):
C 2.87793 0.42142 -0.97974
C 2.36274 -0.74873 1.22978
C -0.98820 2.53649 0.16102
C 0.16142 1.81532 -0.63500
C -1.96590 1.68584 0.83737
C 0.86719 -1.17979 -0.77332
C 1.69932 -0.10660 -0.03394
N -0.95482 -1.51320 1.06205
N -2.20551 -1.40453 0.67263
N 1.12111 -2.52635 -0.74318
N -2.68227 -2.52040 -0.07233
N 0.81813 0.96303 0.33074
O -4.12598 0.43715 -0.20265
O -2.14276 0.17681 -1.47371
S -2.67196 0.24252 -0.17046
H 2.72597 0.95542 -1.86923
H 3.56012 -0.45604 -1.07723
H 3.30466 1.22768 -0.32908
H 2.39497 -1.79954 1.19979
H 1.72946 -0.62509 2.26277
H 3.35022 -0.34979 1.46098
H -0.76480 3.10764 0.97821
H -1.52030 3.21787 -0.55741
H -0.17557 1.30812 -1.50889
H 0.87672 2.56062 -0.99486
H -1.44753 1.32538 1.69517
H -2.88902 2.19425 1.05116
H 0.64494 -0.92375 -1.80079
H 1.05670 -3.04555 0.03142
H 0.48034 -3.04885 -1.33679
H -3.74738 -2.39133 0.05045
H -2.40075 -2.47245 -1.05775
H 1.31706 1.64163 1.03252
H -0.66625 -0.70519 1.56028

---

No. 4
ORCA calculation (ωB97M-V with the def2-TZVPD basis set) on a 2-piece molecular cluster, C9H14O overall.

Spin multiplicity: 1
HOMO (eV): -8.34
Structure (SMILES): Cc1ccc(O)cc1.CC
Electronic energy (Eh): -426.546196
E_LUMO (eV): 0.828
HOMO-LUMO gap (Ha): 0.3369
Energy above the lowest of the compared OMol25 structures with the same formula, charge and spin (kJ/mol): 69.81

Cartesian coordinates (Å):
C 1.58912 -0.49330 3.64818
C 1.75174 -0.63691 -0.17159
C 1.15833 0.56845 -0.45298
C 1.88651 -1.06265 1.18662
C 1.48662 -0.20292 2.17887
C 0.71085 1.47781 0.53737
C 0.89131 1.02911 1.81861
O 1.12579 0.92866 -1.78068
H 1.90803 -1.37716 -0.94317
H 2.32950 -2.02194 1.40794
H 0.35879 2.47218 0.31345
H 0.56750 1.68203 -1.88949
H 2.08828 -1.42040 3.92731
H 0.64804 -0.37598 4.18842
H 0.64936 1.68767 2.64980
H 2.23723 0.29005 4.07222
C -2.13555 -0.85222 -2.85240
C -3.20761 0.13601 -2.32224
H -1.81832 -0.30674 -3.73451
H -1.31409 -1.02592 -2.14740
H -2.51362 -1.87503 -2.89105
H -3.98559 0.21679 -3.07949
H -3.61442 0.00146 -1.32920
H -2.79780 1.16093 -2.33460

---

No. 5
ORCA calculation (ωB97M-V with the def2-TZVPD basis set) on a 14-piece molecular cluster, C6H39NO14 overall.

Spin multiplicity: 1
HOMO (eV): -9.44
Electronic energy (Eh): -1360.065158
E_LUMO (eV): -0.097
HOMO-LUMO gap (Ha): 0.3432
Energy above the lowest of the compared OMol25 structures with the same formula, charge and spin (kJ/mol): 418.53

Cartesian coordinates (Å):
C 1.72202 -0.47164 -0.47128
C 2.68801 -1.66686 -0.38215
C 0.30011 -0.84590 -0.81111
N -0.44967 0.38261 -1.25927
C -2.02988 1.28878 -2.82194
C -1.53620 -0.01045 -2.22067
C -2.72574 -0.62955 -1.45275
O -2.92421 -0.32807 -0.30082
H 1.68377 -0.06246 0.54818
H 2.17763 0.29466 -1.09049
H 2.53413 -2.24229 0.52974
H 3.74180 -1.38972 -0.31258
H 2.61294 -2.26804 -1.29185
H 0.34196 -1.39425 -1.75283
H -0.23506 -1.44859 -0.08115
H -0.79339 0.94446 -0.49360
H -2.59568 1.81769 -2.06316
H -2.70117 1.08381 -3.64444
H -1.26043 1.96650 -3.18706
H -1.13479 -0.84447 -2.79022
H -3.42165 -1.30518 -1.96311
H -1.23700 0.54089 2.15833
H -0.06582 -0.25307 1.83215
O -0.57348 0.49393 1.46674
H 3.46406 3.37562 2.20901
H 2.03758 3.00282 1.69193
O 2.52768 3.49621 2.36452
H -0.77915 0.98099 4.17669
H -0.13112 0.03729 5.18969
O -0.97431 0.26745 4.79338
H 3.09336 0.40029 1.84273
H 3.89024 0.16115 3.14846
O 3.89596 0.60440 2.29878
H 1.01737 2.15213 -0.71950
H 2.33880 2.96321 -0.90380
O 1.61990 2.77729 -0.29716
H -1.24012 -2.99398 -0.73080
H -1.49524 -3.88854 -2.02196
O -1.73051 -3.08775 -1.54740
H 0.08512 2.13607 2.33330
H 0.66189 3.18574 3.48762
O -0.03878 2.63957 3.13857
H -5.15786 0.76022 0.29928
H -3.92745 1.58608 -0.01621
O -4.86480 1.52997 -0.19162
H -0.28529 -2.14339 3.33520
H 1.21750 -1.99257 2.67422
O 0.41923 -1.59677 2.99065
H 0.34345 -2.68248 -4.50300
H 1.30717 -2.47083 -3.38836
O 0.79704 -3.17223 -3.80857
H -0.16573 -4.53261 0.65141
H 1.05206 -3.59292 0.42584
O 0.44748 -3.93585 1.08605
H 0.84781 0.27639 -3.37843
H 0.93956 0.88070 -4.72398
O 1.14074 0.06299 -4.27550
H -1.37660 3.08499 1.42497
H -2.82041 2.67711 1.55655
O -2.27480 3.39846 1.24281

---

No. 6
ORCA calculation (ωB97M-V with the def2-TZVPD basis set) on a 12-piece molecular cluster, C28H83N3O12 overall.

Spin multiplicity: 1
HOMO (eV): -9.18
Structure (SMILES): COC[C@H](C)N.COC[C@H](C)N.COC[C@H](C)N.CCO.CCO.CCO.CCO.CCO.CCO.CCO.CCO.O
Electronic energy (Eh): -2183.431770
E_LUMO (eV): 0.079
HOMO-LUMO gap (Ha): 0.3403
Energy above the lowest of the compared OMol25 structures with the same formula, charge and spin (kJ/mol): 350.62

Cartesian coordinates (Å):
C 36.68314 4.93765 -6.93503
C 37.09192 6.43533 -6.71524
O 38.36441 6.80507 -7.14807
H 37.30970 4.24953 -6.36757
H 36.71037 4.63983 -7.98319
H 35.66179 4.69120 -6.64487
H 36.95506 6.65492 -5.65641
H 36.36480 6.97255 -7.32417
H 38.33934 7.68775 -7.52469
C 36.89343 -4.75029 1.05550
C 36.35766 -4.66800 2.52956
O 37.08482 -3.73491 3.19737
H 37.89139 -5.18446 0.99506
H 36.86929 -3.79473 0.53165
H 36.29193 -5.53684 0.59984
H 36.53301 -5.56308 3.12636
H 35.28962 -4.45698 2.58300
H 36.99121 -2.91693 2.70367
C 30.86353 2.94608 3.13051
C 30.64974 2.07014 1.91752
O 31.36860 0.82327 2.10615
H 30.34855 3.87307 2.87837
H 31.91791 3.09830 3.36121
H 30.35910 2.48535 3.97985
H 31.14096 2.50139 1.04526
H 29.56927 2.01236 1.78585
H 30.87619 0.33499 2.77002
C 27.78660 -5.37652 -4.79738
C 27.09808 -6.66799 -4.38817
O 25.74129 -6.71722 -4.81819
H 27.34621 -4.59165 -4.18247
H 27.61731 -5.26239 -5.86808
H 28.82657 -5.60032 -4.55973
H 27.16907 -6.69629 -3.30085
H 27.63126 -7.52923 -4.79076
H 25.31424 -7.47772 -4.41712
C 38.91631 3.79544 -1.17388
C 39.62864 2.74397 -0.32625
O 41.02689 2.96055 -0.42949
H 39.09203 3.74831 -2.24859
H 39.33745 4.77175 -0.93396
H 37.83052 3.89107 -1.17160
H 39.56476 1.70829 -0.66003
H 39.34199 2.73821 0.72536
H 41.14173 3.24974 -1.33767
C 33.97718 -1.23113 -4.50857
C 33.98726 0.07482 -3.66784
O 35.30574 0.53289 -3.43574
H 32.96843 -1.56153 -4.75626
H 34.47643 -2.05974 -4.00632
H 34.55577 -1.06176 -5.41667
H 33.71753 -0.16266 -2.63879
H 33.24508 0.76276 -4.07283
H 35.76841 0.40495 -4.26710
C 39.81035 -2.71583 -5.05530
C 39.11042 -2.53492 -6.35793
O 38.92726 -1.12167 -6.52099
H 40.58710 -1.96881 -4.89179
H 40.31944 -3.66692 -4.89921
H 39.13411 -2.53057 -4.22074
H 38.21778 -3.15895 -6.31444
H 39.80934 -2.88412 -7.11796
H 39.41611 -0.74980 -7.25878
C 34.69915 -6.61556 -8.76119
C 33.50154 -6.73989 -9.71005
O 32.63419 -7.62354 -9.17836
H 34.38333 -6.19172 -7.80793
H 35.43147 -5.90684 -9.14788
H 35.31119 -7.50682 -8.62280
H 33.60794 -7.04763 -10.75028
H 33.10859 -5.74134 -9.90134
H 33.04863 -8.48351 -9.07692
O 35.59560 0.21937 1.17524
H 34.86082 0.57931 1.67200
H 35.62734 0.74716 0.37733
C 26.67463 8.67399 -2.10036
C 27.22617 7.38326 -2.62386
C 28.83623 7.29477 -2.45533
O 29.24747 6.78657 -3.67426
C 30.63177 7.07804 -3.99758
N 26.49887 6.29361 -2.06883
H 26.93195 9.36843 -2.90013
H 27.16837 8.89308 -1.15361
H 25.59684 8.79645 -1.99323
H 27.07048 7.39288 -3.70264
H 29.12210 6.69164 -1.59358
H 29.26358 8.28827 -2.31960
H 30.96857 8.06728 -3.68763
H 30.75830 7.04297 -5.07964
H 31.27538 6.33033 -3.53410
H 25.51031 6.38054 -2.25673
H 26.78142 5.46986 -2.58039
C 24.84251 -5.37121 0.44908
C 25.81927 -5.26014 1.64628
C 27.28289 -5.59688 1.40947
O 27.97311 -4.73588 0.48411
C 29.33860 -4.85049 0.37877
N 25.80676 -3.84421 2.17320
H 24.78137 -6.42036 0.15987
H 25.11194 -4.65234 -0.32471
H 23.83098 -5.02707 0.66467
H 25.41144 -5.90995 2.42058
H 27.38214 -6.64477 1.12632
H 27.90642 -5.47783 2.29555
H 29.68531 -4.11322 -0.34534
H 29.59624 -5.87231 0.10016
H 29.76969 -4.47738 1.30777
H 26.58718 -3.77409 2.81047
H 26.21639 -3.29126 1.43391
C 31.61321 1.46342 -10.73611
C 31.24777 2.96025 -10.73434
C 31.09615 3.58478 -12.10924
O 32.09199 4.45470 -12.40324
C 33.37235 3.94201 -12.70947
N 30.10223 3.21455 -9.79364
H 30.70758 0.87506 -10.88357
H 31.97807 1.03199 -9.80399
H 32.25874 1.07472 -11.52371
H 32.07082 3.53098 -10.30427
H 30.16270 4.14417 -12.17128
H 30.89825 2.87171 -12.90953
H 33.87432 3.65907 -11.78423
H 33.90067 4.75565 -13.20641
H 33.18047 3.10543 -13.38133
H 30.47590 3.92170 -9.17687
H 29.82556 2.38459 -9.28895